Below is C33H53IN6O2Si3Ta as an isolated structure, with properties calculated with the ωB97M-V functional and the def2-TZVPD basis.

Last column: Mulliken charge in e.
Geometry (Å):
Ta (-0.168, 0.362, -0.190)  0.197
C (2.077, -1.122, -3.641)  -0.815
C (2.955, -1.184, -2.429)  0.669
N (4.108, -1.836, -2.505)  -0.579
C (4.945, -1.839, -1.469)  -1.051
C (4.743, -1.113, -0.301)  0.519
C (5.778, -1.179, 0.803)  -0.617
O (6.011, 0.092, 1.389)  -0.538
C (3.519, -0.441, -0.191)  0.683
C (3.215, 0.417, 0.956)  -1.810
N (2.080, 0.948, 1.239)  0.509
C (2.063, 1.746, 2.424)  -0.642
C (2.814, 1.445, 3.557)  0.057
C (2.730, 2.243, 4.688)  -1.097
C (1.896, 3.354, 4.711)  -0.664
C (1.134, 3.669, 3.594)  -0.821
C (1.239, 2.852, 2.484)  0.841
I (0.141, 3.280, 0.776)  0.332
C (2.622, -0.558, -1.235)  -0.215
O (1.361, -0.032, -1.043)  0.109
H (2.537, -1.689, -4.445)  0.455
H (1.957, -0.085, -3.965)  0.225
H (1.088, -1.530, -3.432)  0.040
H (5.839, -2.441, -1.592)  0.402
H (6.692, -1.612, 0.399)  0.566
H (5.409, -1.864, 1.573)  0.227
H (6.951, 0.301, 1.373)  0.316
H (4.076, 0.640, 1.581)  1.216
H (3.461, 0.577, 3.560)  0.483
H (3.327, 1.999, 5.556)  0.455
H (1.831, 3.976, 5.594)  0.466
H (0.487, 4.536, 3.595)  0.524
C (-0.614, -3.084, 3.634)  -1.279
Si (0.049, -1.538, 2.839)  -0.330
C (1.857, -1.966, 2.616)  -0.625
C (-0.168, -0.078, 3.978)  -0.669
C (-0.958, -1.117, 1.177)  1.132
Si (-2.777, -0.563, 1.666)  0.818
C (-2.711, 1.243, 2.193)  -0.827
C (-3.875, -0.708, 0.169)  -0.435
C (-3.545, -1.535, 3.040)  -1.222
Si (-1.023, -2.772, 0.235)  -0.926
C (-2.260, -4.055, 0.740)  -1.170
C (0.674, -3.505, -0.015)  -1.018
C (-1.454, -2.231, -1.496)  0.197
C (-1.930, -3.106, -2.464)  -0.761
C (-2.083, -2.686, -3.772)  -0.980
C (-1.752, -1.376, -4.088)  -1.055
C (-1.289, -0.542, -3.098)  -1.055
N (-1.142, -0.949, -1.814)  1.521
H (-0.137, -3.173, 4.615)  0.434
H (-0.346, -3.979, 3.068)  0.361
H (-1.688, -3.101, 3.801)  0.374
H (2.352, -1.793, 3.577)  0.573
H (2.396, -1.425, 1.855)  -0.036
H (1.971, -3.027, 2.398)  0.549
H (0.596, -0.109, 4.759)  0.445
H (-1.135, -0.134, 4.485)  0.452
H (-0.110, 0.895, 3.494)  0.034
H (-1.760, 1.749, 2.047)  -0.003
H (-2.923, 1.306, 3.264)  0.504
H (-3.487, 1.828, 1.691)  0.432
H (-3.439, -0.335, -0.749)  -0.654
H (-4.794, -0.145, 0.356)  0.521
H (-4.177, -1.742, -0.013)  0.342
H (-3.027, -1.407, 3.991)  0.387
H (-3.620, -2.602, 2.832)  0.339
H (-4.563, -1.154, 3.174)  0.463
H (-2.188, -4.312, 1.797)  0.451
H (-2.068, -4.974, 0.180)  0.483
H (-3.288, -3.749, 0.542)  0.394
H (1.007, -4.071, 0.856)  0.424
H (1.435, -2.751, -0.231)  0.137
H (0.646, -4.208, -0.852)  0.472
H (-2.169, -4.124, -2.183)  0.548
H (-2.440, -3.366, -4.534)  0.501
H (-1.843, -1.005, -5.100)  0.587
H (-1.014, 0.470, -3.312)  1.012
C (-3.468, 1.827, -1.915)  -1.028
N (-2.601, 2.506, -2.854)  0.211
C (-3.243, 2.847, -4.129)  -1.237
C (-1.295, 2.674, -2.631)  -0.282
N (-0.586, 1.881, -1.789)  0.795
N (-0.657, 3.655, -3.299)  0.068
C (0.803, 3.696, -3.364)  -1.038
C (-1.291, 4.958, -3.564)  -1.220
H (-4.410, 2.371, -1.841)  0.567
H (-3.012, 1.804, -0.926)  0.010
H (-3.688, 0.814, -2.251)  0.462
H (-3.819, 1.981, -4.458)  0.396
H (-2.498, 3.072, -4.886)  0.393
H (-3.924, 3.691, -4.025)  0.403
H (0.354, 2.262, -1.753)  -0.035
H (1.243, 4.120, -2.455)  0.366
H (1.086, 4.335, -4.197)  0.395
H (1.215, 2.706, -3.556)  0.265
H (-2.316, 4.975, -3.216)  0.422
H (-1.260, 5.192, -4.627)  0.390
H (-0.735, 5.728, -3.026)  0.414

Summary:
* energy: -2990.70248 a.u.
* energy above the lowest of the compared OMol25 structures with the same formula, charge and spin: 1.450 eV
* total charge: +3
* strongest force on any atom: 1.7 eV/Å
* multiplicity: 1

Below is a 3-piece molecular cluster, C6H14O3 overall, with properties calculated with the ωB97M-V functional and the def2-TZVPD basis.

Last column: natural (NBO) charge in e.
Geometry (Å):
C (-1.170, 0.663, 0.002)  0.541
C (0.806, -0.435, -0.170)  0.248
C (0.718, 0.114, 1.105)  -0.155
C (-2.249, 0.239, 0.972)  -0.686
C (0.470, -1.881, -0.359)  -0.678
C (1.450, 0.232, -1.345)  -0.688
O (-1.646, 0.339, -1.272)  -0.748
O (-0.868, 2.028, 0.075)  -0.758
O (2.594, -0.449, 1.202)  -0.990
H (-1.187, 0.832, -1.963)  0.482
H (-1.670, 2.549, -0.096)  0.471
H (3.108, 0.356, 1.044)  0.429
H (0.203, -0.448, 1.871)  0.209
H (0.976, 1.062, 1.554)  0.245
H (-3.202, 0.717, 0.708)  0.216
H (-1.999, 0.538, 1.988)  0.221
H (-2.381, -0.842, 0.937)  0.229
H (-0.349, -1.971, -1.078)  0.235
H (1.339, -2.410, -0.750)  0.247
H (0.169, -2.358, 0.571)  0.224
H (2.447, -0.182, -1.500)  0.262
H (1.512, 1.310, -1.217)  0.233
H (0.928, -0.004, -2.278)  0.211

Summary:
* energy: -462.56332 a.u.
* energy above the lowest of the compared OMol25 structures with the same formula, charge and spin: 5.108 eV
* strongest force on any atom: 2.7 eV/Å
* multiplicity: 1

Below is C7H22AgO7 as an isolated structure, with properties calculated with the ωB97M-V functional and the def2-TZVPD basis.

Last column: natural (NBO) charge in e.
Geometry (Å):
Ag (-0.046, -0.723, 0.644)  0.922
C (-1.020, -1.726, -2.752)  -0.263
O (-0.479, -2.005, -1.434)  -0.779
H (-1.339, -0.690, -2.869)  0.193
H (-0.304, -1.834, -3.566)  0.185
H (-1.794, -2.465, -2.961)  0.191
H (-0.170, -2.914, -1.428)  0.490
C (-3.024, 0.343, -0.917)  -0.097
C (-4.539, 0.762, -0.965)  -0.099
O (-5.283, -0.334, -0.440)  -0.691
O (-2.384, 0.054, 0.358)  -0.778
H (-2.435, 1.088, -1.452)  0.183
H (-2.885, -0.549, -1.527)  0.183
H (-4.869, 0.824, -2.002)  0.211
H (-4.804, 1.643, -0.380)  0.180
H (-5.044, -0.355, 0.490)  0.444
H (-3.034, -0.154, 1.034)  0.478
C (3.374, -1.833, 0.911)  -0.090
C (4.637, -1.068, 1.394)  -0.095
O (5.206, -0.132, 0.497)  -0.726
O (2.445, -0.902, 0.360)  -0.770
H (2.912, -2.233, 1.814)  0.190
H (3.518, -2.687, 0.249)  0.182
H (5.472, -1.725, 1.637)  0.188
H (4.376, -0.443, 2.248)  0.167
H (5.461, 0.576, 1.093)  0.478
H (2.896, -0.388, -0.314)  0.491
C (-0.174, 2.197, 1.627)  -0.111
C (0.813, 2.244, 0.437)  -0.100
O (0.651, 1.232, -0.514)  -0.763
O (0.016, 1.122, 2.551)  -0.750
H (-1.168, 2.276, 1.186)  0.187
H (-0.187, 3.043, 2.314)  0.205
H (1.830, 2.288, 0.826)  0.180
H (0.803, 3.217, -0.054)  0.195
H (1.332, 1.306, -1.186)  0.497
H (-0.759, 0.943, 3.089)  0.492

Summary:
* energy: -953.22247 a.u.
* energy above the lowest of the compared OMol25 structures with the same formula, charge and spin: 1.225 eV
* total charge: +1
* strongest force on any atom: 2.6 eV/Å
* multiplicity: 1

Below is an isolated ion of composition C7H4NO3S and charge -1, with properties calculated with the ωB97M-V functional and the def2-TZVPD basis.

Last column: natural (NBO) charge in e.
Geometry (Å):
N (2.852, -1.349, 0.164)  -1.106
S (2.127, -0.622, -0.845)  1.997
O (2.253, -0.764, -2.290)  -0.972
O (2.305, 1.222, -0.598)  -0.678
C (1.317, 1.725, 0.059)  0.769
O (1.294, 2.855, 0.523)  -0.644
C (0.151, 0.793, 0.171)  -0.197
C (-1.067, 1.069, 0.772)  -0.162
C (-2.042, 0.083, 0.784)  -0.239
C (-1.801, -1.156, 0.204)  -0.206
C (-0.579, -1.430, -0.391)  -0.241
C (0.381, -0.439, -0.411)  -0.167
H (-1.243, 2.035, 1.223)  0.224
H (-2.998, 0.273, 1.254)  0.200
H (-2.582, -1.907, 0.224)  0.202
H (-0.366, -2.389, -0.842)  0.221

Summary:
* energy: -947.82910 a.u.
* energy above the lowest of the compared OMol25 structures with the same formula, charge and spin: 0.000 eV
* total charge: -1
* strongest force on any atom: 1.3 eV/Å
* multiplicity: 1
* SMILES: N#[S@]1([O-])OC(=O)c2ccccc21

Below is a 4-piece molecular cluster, C2H14N2O3 overall, with properties calculated with the ωB97M-V functional and the def2-TZVPD basis.

Last column: natural (NBO) charge in e.
Geometry (Å):
N (-1.363, 0.932, -2.945)  -0.830
C (-1.193, -0.383, -2.313)  -0.228
C (-0.038, -0.489, -1.252)  -0.241
N (0.344, 0.719, -0.501)  -0.874
H (-2.036, 1.396, -2.342)  0.352
H (-0.486, 1.468, -3.021)  0.350
H (-1.058, -1.179, -3.033)  0.194
H (-2.161, -0.351, -1.777)  0.189
H (-0.190, -1.427, -0.678)  0.193
H (0.868, -0.707, -1.849)  0.167
H (1.318, 0.894, -0.770)  0.373
H (-0.216, 1.534, -0.746)  0.361
O (-1.482, 0.010, 1.864)  -0.993
H (-1.464, -0.581, 2.623)  0.486
H (-0.661, 0.129, 1.376)  0.500
O (-2.364, 2.899, 1.114)  -0.944
H (-1.754, 2.106, 1.140)  0.486
H (-2.403, 3.168, 0.194)  0.456
O (5.694, -3.638, 3.105)  -0.931
H (5.163, -4.293, 2.648)  0.466
H (5.087, -2.902, 3.212)  0.466

Summary:
* energy: -419.78263 a.u.
* energy above the lowest of the compared OMol25 structures with the same formula, charge and spin: 1.559 eV
* strongest force on any atom: 2.4 eV/Å
* multiplicity: 1
* SMILES: NCCN.O.O.O

Below is a 2-piece molecular cluster, C2H9N3O overall, with properties calculated with the ωB97M-V functional and the def2-TZVPD basis.

Last column: natural (NBO) charge in e.
Geometry (Å):
N (-2.621, 1.867, 0.344)  -0.813
C (-2.293, 1.911, -0.984)  0.511
O (-2.711, 0.994, -1.722)  -0.585
H (-2.265, 2.638, 0.809)  0.366
H (-3.562, 1.604, 0.562)  0.401
H (-1.737, 2.744, -1.302)  0.120
N (2.579, -1.582, 0.898)  -0.899
C (1.164, -1.159, 0.451)  -0.053
N (1.209, -0.803, -0.913)  -0.815
H (2.616, -2.572, 0.579)  0.354
H (2.726, -1.382, 1.921)  0.366
H (0.888, -0.287, 1.094)  0.169
H (0.539, -2.031, 0.751)  0.171
H (1.427, -1.691, -1.515)  0.346
H (2.041, -0.253, -0.971)  0.362

Summary:
* energy: -321.07264 a.u.
* energy above the lowest of the compared OMol25 structures with the same formula, charge and spin: 1.608 eV
* strongest force on any atom: 5.6 eV/Å
* multiplicity: 1
* SMILES: NC=O.NCN